1.
ORCA calculation (ωB97M-V/def2-TZVPD) on C28H32ClN3O3SV as an isolated structure.

As for the gap between HOMO and LUMO (spin up / spin down): 7.29 / 7.16 eV. For the LUMO energy (spin up / spin down), the calculation gives -3.000 / -3.125 eV. The net charge is +1. The calculation puts the highest occupied orbital energy (spin up / spin down) at -10.286 / -10.287 eV. As for the energy: -89210.528 eV. The multiplicity is 3. Its expectation value of S² is 2.036.

Structure (XYZ):
```
69
Properties=species:S:1:pos:R:3:forces:R:3
V 10.1230 10.2547 10.5037 -0.8850 1.2944 -0.4330
C 8.4660 10.3663 12.0428 -1.3847 -2.1024 1.2282
C 7.9040 10.8872 10.8555 -0.0963 -0.6370 0.2528
C 8.6389 12.0327 10.5494 -0.5803 1.4455 -0.8271
C 9.5589 12.2660 11.5979 0.7401 0.3650 -0.5208
C 9.4143 11.2369 12.5700 1.6421 0.3743 -0.8022
C 10.2495 11.1533 13.8019 -0.8975 0.3722 1.8276
C 10.4923 13.4468 11.6085 0.2027 0.2892 1.0953
C 8.3886 13.0413 9.4364 0.6430 -0.2480 0.9948
C 6.7316 10.2473 10.1973 0.6003 -1.0801 -1.7477
C 7.9224 9.0978 12.6938 -0.6255 0.0200 -1.3001
H 9.6371 10.8786 14.7253 0.6084 0.5337 -1.1700
H 10.7143 12.1336 13.9724 -0.2945 -0.2440 0.1821
H 11.0743 10.4648 13.8217 0.3670 -0.5437 -0.4456
H 10.0290 14.3616 12.0419 0.0952 -0.5784 -0.3548
H 10.9106 13.7012 10.6437 -0.2787 -0.0105 -0.4066
H 11.3700 13.2378 12.2272 -0.1048 0.0004 0.0736
H 7.6167 12.7473 8.7514 -0.3823 -0.2000 -0.2712
H 9.2931 13.2465 8.8752 0.1958 -0.1618 -0.2069
H 8.1361 13.9872 9.9130 -0.3056 0.0907 -0.0419
H 6.8159 9.1379 10.2115 0.1444 0.6558 0.0166
H 6.6750 10.5220 9.1296 0.0853 -0.0106 0.2981
H 5.7547 10.4417 10.5849 -0.4477 0.6124 0.7447
H 6.8349 9.1043 12.8178 0.0610 0.4067 -0.0500
H 8.3158 8.9038 13.6637 0.4799 -0.1068 0.7410
H 8.0905 8.2294 12.0290 0.1245 0.2374 0.3811
C 14.1780 11.2619 7.5703 -0.7392 -0.6760 0.1998
N 13.6277 9.9151 7.9512 -0.4577 0.8423 1.3913
C 13.6387 8.6813 7.3177 -1.0264 -0.5932 1.3360
C 12.9968 7.7991 8.1501 0.4201 0.8825 -0.1734
N 12.5790 8.5235 9.2849 -0.6033 -0.7383 1.3268
C 12.9289 9.8271 9.1499 0.8260 0.8564 -1.4209
S 12.5746 11.2427 10.0748 -0.8452 -1.4255 0.3194
C 12.1016 7.9105 10.5589 0.0751 0.9750 -1.4873
C 12.6220 6.6954 10.9183 -0.5101 -0.0588 0.4279
C 12.2071 6.1241 12.1123 0.7200 -1.1965 0.1511
C 11.3405 6.8212 12.9107 -0.7843 -0.7210 0.8212
C 10.8448 8.0275 12.4537 0.3593 -0.4856 0.2524
N 11.1763 8.5637 11.2874 1.1455 0.0630 -0.5225
H 13.3696 11.8189 7.1086 -0.0796 0.1375 -0.1019
H 14.9850 11.1564 6.8691 0.3612 -0.2330 -0.1570
H 14.4784 11.8111 8.4791 0.0439 -0.5633 -0.5152
H 13.9496 8.4812 6.3131 0.4242 0.2594 -0.1203
H 12.7947 6.7438 8.0377 -0.0201 0.2374 -0.0109
H 13.2645 6.1542 10.2793 0.7869 -0.2347 -0.5650
H 12.5924 5.1171 12.4158 -0.4263 1.1047 -0.3537
H 10.9386 6.3533 13.8324 0.4398 0.6583 -0.6071
H 10.1571 8.5631 13.0555 -0.3971 0.3742 0.2149
C 10.3870 12.7184 5.8240 0.7562 -1.0428 0.3460
C 8.9298 12.4556 5.9014 -0.9470 -0.0877 0.2845
C 8.0690 13.5442 5.8284 -1.1410 0.0740 -0.3878
C 6.6839 13.3916 5.7956 0.9712 -2.2470 0.6264
Cl 5.6378 14.6898 5.5295 -0.5340 0.8424 -0.0170
C 6.1564 12.0828 5.9804 -1.4164 3.5007 -0.1967
C 6.9647 11.0256 6.0954 1.2895 -1.2984 -0.1766
C 8.3522 11.1816 6.0370 -0.1185 0.1829 -0.0064
O 9.1684 10.0752 6.0213 0.2404 -0.4833 -0.4001
C 8.9438 9.0059 6.9161 -0.3907 0.8276 0.6168
C 9.3393 9.4775 8.3095 -0.5432 -0.6743 0.8605
O 9.3053 8.6896 9.3650 0.3216 1.8090 -1.8204
O 9.7778 10.6527 8.3854 0.4390 -1.0058 1.4109
H 10.6562 13.7734 5.8137 -0.3038 0.0050 -0.2055
H 10.7617 12.2183 4.9136 0.2798 0.2403 0.4777
H 10.8519 12.2843 6.7307 0.0885 -0.0328 -0.5600
H 8.4630 14.5402 5.7408 0.2437 0.2342 -0.0878
H 5.0732 12.0309 6.0465 0.1314 -0.3746 -0.1944
H 6.4924 10.0577 6.0871 0.2152 -0.3657 0.2942
H 9.7103 8.2950 6.7268 0.6062 -0.8974 -0.6570
H 7.9707 8.4780 6.8500 0.3925 0.5543 0.1288
```
Positions in Å, forces in eV/Å.

Population analysis type natural (NBO), resulting atomic charges in e:
1 V 1.391
2 C -0.157
3 C -0.098
4 C -0.086
5 C -0.100
6 C -0.114
7 C -0.639
8 C -0.640
9 C -0.621
10 C -0.639
11 C -0.633
12 H 0.237
13 H 0.242
14 H 0.219
15 H 0.239
16 H 0.235
17 H 0.224
18 H 0.237
19 H 0.229
20 H 0.230
21 H 0.234
22 H 0.231
23 H 0.243
24 H 0.243
25 H 0.217
26 H 0.227
27 C -0.406
28 N -0.339
29 C -0.026
30 C -0.087
31 N -0.389
32 C 0.298
33 S -0.143
34 C 0.406
35 C -0.247
36 C -0.115
37 C -0.229
38 C 0.083
39 N -0.512
40 H 0.229
41 H 0.228
42 H 0.248
43 H 0.253
44 H 0.249
45 H 0.242
46 H 0.249
47 H 0.250
48 H 0.235
49 C -0.636
50 C -0.036
51 C -0.208
52 C -0.077
53 Cl 0.048
54 C -0.205
55 C -0.288
56 C 0.300
57 O -0.500
58 C -0.162
59 C 0.767
60 O -0.745
61 O -0.675
62 H 0.223
63 H 0.229
64 H 0.223
65 H 0.222
66 H 0.228
67 H 0.225
68 H 0.221
69 H 0.217

---

2.
ORCA calculation (ωB97M-V/def2-TZVPD) on a 4-piece molecular cluster, C17H34F3O11 overall.

As for the gap between HOMO and LUMO: 7.00 eV. For the LUMO energy, the calculation gives 2.707 eV. As for the energy relative to the best compared isomer or geometry (same formula, charge and spin): 155.6 kJ/mol. The net charge is -1. The calculation puts the highest occupied orbital energy at -4.295 eV. As for the energy: -48852.923 eV.

Structure (XYZ):
```
65
Properties=species:S:1:pos:R:3:forces:R:3
O -0.1761 2.2674 -1.4382 1.3020 -2.1625 0.0055
C -0.8882 1.0779 -1.5664 -4.8021 -1.8991 -0.4808
O -0.2119 0.0066 -1.6674 1.4017 1.1241 0.2018
O -2.1437 1.0910 -1.5975 1.4009 1.0789 0.0588
H 0.5816 1.6068 -1.4322 0.8938 2.0328 0.1511
C -3.5477 5.8775 1.9119 0.2799 -0.7124 1.3122
O -3.0925 4.6568 1.3753 -0.2537 0.2898 -0.2936
C -1.7333 4.6794 1.0120 1.1998 -1.0997 -1.1970
C -0.8145 3.8008 1.8864 -1.8996 1.1205 1.0095
O -1.3067 2.4799 1.9321 0.0393 0.6443 0.0525
C -0.5465 1.6335 2.7618 -0.2273 -0.4771 -0.6154
C -0.6912 1.8161 4.2751 0.3288 0.5256 0.0552
O 0.5068 2.3610 4.8276 0.2778 0.0908 -0.2993
C 0.3919 2.5642 6.2002 -1.2657 0.0651 0.5600
H -3.3462 6.7646 1.3082 0.0165 -0.0978 -0.2239
H -3.0773 5.9765 2.9012 0.1337 0.5576 -0.0514
H -4.6072 5.7891 2.1508 -0.1080 -0.0454 -0.4729
H -1.3379 5.6991 0.9862 0.0438 0.0596 0.2069
H -1.6023 4.2730 0.0038 -0.5126 0.0748 -0.1424
H -0.9726 4.2836 2.8642 0.6289 -0.3420 0.4573
H 0.2326 3.8997 1.5944 0.0428 -0.2211 -0.1952
H 0.4831 1.7002 2.3952 0.2804 -0.1540 0.6524
H -0.9084 0.6342 2.5151 0.0537 -0.0061 -0.0621
H -0.9374 0.8689 4.7663 0.2726 -0.2202 -0.0335
H -1.5264 2.4769 4.5349 -0.1031 0.1689 -0.3317
H 0.1766 1.6151 6.7109 0.3785 -0.0224 0.1455
H -0.4849 3.1933 6.4311 -0.0252 0.0525 -0.1364
H 1.2277 3.0918 6.6554 0.4073 -0.3253 -0.4347
C -1.6999 -0.0547 -4.8909 0.5375 0.5892 -1.1590
O -1.4414 -1.3888 -4.5453 -0.3798 -0.6928 0.5723
C -0.0838 -1.7309 -4.6475 0.4642 1.7675 0.1450
C 0.2314 -3.1775 -4.3269 -0.6109 0.6285 0.2482
O -0.3948 -3.5595 -3.1263 -0.2504 -0.0902 0.2186
C -0.4777 -4.9462 -2.8983 0.6730 0.1855 -0.1123
C -0.6551 -5.2137 -1.4201 -0.1495 0.3600 -0.6638
O -1.9554 -4.8153 -1.0496 0.3037 -0.2278 0.5489
C -2.3653 -5.3625 0.1759 0.0785 -0.3891 0.4621
H -2.5604 0.4333 -4.4388 -0.1704 -0.8045 0.5156
H -1.8447 -0.0359 -5.9824 -0.0178 0.2536 -0.0838
H -0.8654 0.6216 -4.6747 0.1630 -0.2214 0.2074
H 0.4985 -1.0193 -4.0467 -0.1272 -0.3297 0.6796
H 0.2926 -1.4624 -5.6480 -0.0801 -0.5908 -0.4011
H 1.3076 -3.2417 -4.1375 0.2092 -0.2226 -0.6795
H -0.1137 -3.7410 -5.2007 0.1689 -0.5922 0.2240
H 0.4627 -5.4599 -3.1499 0.1272 0.1254 -0.3005
H -1.2677 -5.3662 -3.5261 -0.1886 -0.2206 0.1805
H 0.1297 -4.6556 -0.8969 -0.1871 0.2430 0.1955
H -0.4314 -6.2706 -1.2289 -0.4615 -0.2028 0.0320
H -3.2113 -4.8038 0.5700 -0.1767 -0.0385 -0.3161
H -1.6189 -5.3555 0.9813 0.3718 0.3804 -0.2697
H -2.6078 -6.4267 0.0627 -0.3128 0.0014 -0.0997
C 2.4244 -1.8986 -0.9688 0.3522 0.1644 0.1102
C 3.1181 -0.5355 -1.0041 -0.6332 -0.4901 -1.1835
O 3.3898 -0.0325 0.2967 0.3085 0.4088 1.2337
C 4.5227 -0.3852 0.8772 0.0197 0.2075 -1.3235
O 5.3716 -1.0634 0.3760 0.4262 -0.3478 0.3269
C 4.7181 0.3052 2.2323 -1.3092 -0.2568 0.6178
F 5.3953 -0.4739 3.0798 0.3149 0.1608 -0.2387
F 5.3423 1.4773 2.1026 0.1624 -0.1286 -0.0312
F 3.5147 0.5280 2.7961 0.3345 0.1961 -0.0051
H 2.3934 -2.2674 -1.9944 -0.3679 0.0374 -0.0114
H 1.4241 -1.8109 -0.5503 -0.1293 0.1193 -0.3075
H 2.9609 -2.6587 -0.3956 0.3007 0.2325 0.0652
H 2.4499 0.1993 -1.4511 -0.2602 -0.1442 0.2095
H 3.9996 -0.5360 -1.6491 0.3119 -0.1711 0.4952
```
Positions in Å, forces in eV/Å.

Population analysis type natural (NBO), resulting atomic charges in e:
1 O -0.759
2 C 0.907
3 O -0.849
4 O -0.766
5 H 0.479
6 C -0.244
7 O -0.526
8 C -0.085
9 C -0.081
10 O -0.507
11 C -0.089
12 C -0.097
13 O -0.536
14 C -0.243
15 H 0.161
16 H 0.154
17 H 0.185
18 H 0.152
19 H 0.217
20 H 0.139
21 H 0.177
22 H 0.189
23 H 0.201
24 H 0.162
25 H 0.173
26 H 0.156
27 H 0.151
28 H 0.188
29 C -0.242
30 O -0.529
31 C -0.068
32 C -0.074
33 O -0.521
34 C -0.065
35 C -0.076
36 O -0.519
37 C -0.244
38 H 0.218
39 H 0.134
40 H 0.173
41 H 0.189
42 H 0.140
43 H 0.165
44 H 0.160
45 H 0.148
46 H 0.172
47 H 0.180
48 H 0.153
49 H 0.196
50 H 0.159
51 H 0.150
52 C -0.634
53 C -0.087
54 O -0.462
55 C 0.690
56 O -0.562
57 C 0.900
58 F -0.309
59 F -0.306
60 F -0.311
61 H 0.214
62 H 0.256
63 H 0.196
64 H 0.224
65 H 0.182

---

3.
ORCA calculation (ωB97M-V/def2-TZVPD) on an isolated ion of composition C7H13INO and charge +1.

As for the gap between HOMO and LUMO: 8.57 eV. For the LUMO energy, the calculation gives -4.285 eV. As for the energy relative to the best compared isomer or geometry (same formula, charge and spin): 0.0 kJ/mol. The net charge is +1. The structure (SMILES) is C[C@@H](I)C[N+]1=C[C@@H](O)CC1. The calculation puts the highest occupied orbital energy at -12.857 eV. As for the energy: -19101.218 eV.

Structure (XYZ):
```
23
Properties=species:S:1:pos:R:3:forces:R:3
C -0.3396 0.3397 2.8375 -0.0025 0.0153 0.0415
C -1.2897 -0.3558 1.8691 0.0734 0.0087 -0.0496
I -3.2570 -0.4544 2.7072 -0.0220 0.0365 0.0137
C -1.4354 0.3497 0.5284 0.0484 -0.0477 -0.0166
N -0.2979 0.1598 -0.3986 0.0263 0.0510 -0.0244
C 0.8310 -0.3911 -0.1869 -0.1481 -0.1493 -0.0299
C 1.7289 -0.3101 -1.3993 0.0222 0.1749 -0.0682
O 2.4925 -1.4388 -1.6722 -0.2567 -0.1785 0.0379
C 0.7027 -0.0705 -2.5092 -0.0426 -0.0057 0.0327
C -0.4049 0.6901 -1.7893 0.0628 0.1161 0.0844
H -0.5131 1.4172 2.8396 -0.0145 -0.0276 0.0210
H -0.4869 -0.0180 3.8543 0.0201 -0.0453 -0.0388
H 0.7102 0.1612 2.5891 -0.0237 0.0613 -0.0284
H -1.0140 -1.3990 1.7102 -0.0432 0.0014 0.0458
H -1.5407 1.4274 0.6765 -0.0324 -0.0146 -0.0412
H -2.3083 0.0046 -0.0254 0.0067 -0.0443 0.0432
H 1.0682 -0.8471 0.7665 0.0500 0.0470 -0.0321
H 2.3412 0.5969 -1.2614 0.0679 -0.0864 0.0250
H 3.2002 -1.5643 -1.0337 0.1754 0.0993 0.0306
H 1.1196 0.4624 -3.3589 -0.0342 0.0268 0.0259
H 0.3295 -1.0404 -2.8427 0.0795 0.0033 -0.0258
H -0.2245 1.7665 -1.7422 -0.0388 -0.0238 -0.0301
H -1.4123 0.5142 -2.1585 0.0260 -0.0185 -0.0167
```
Positions in Å, forces in eV/Å.

Population analysis type natural (NBO), resulting atomic charges in e:
1 C -0.644
2 C -0.347
3 I 0.174
4 C -0.262
5 N -0.212
6 C 0.252
7 C 0.040
8 O -0.674
9 C -0.423
10 C -0.225
11 H 0.227
12 H 0.254
13 H 0.202
14 H 0.230
15 H 0.243
16 H 0.247
17 H 0.240
18 H 0.207
19 H 0.492
20 H 0.260
21 H 0.245
22 H 0.232
23 H 0.242

---

Q: Look up the net charge of the first one.
A: +1

---

Q: energy of number 1 (C28H32ClN3O3SV)?
A: -89210.528 eV

---

Q: Which value of net charge does entry 3 give?
A: +1

---

Q: The highest energy belongs to which entry?
A: C7H13INO